1.
Below is a molecular structure, C29H29N4O10SV in a non-equilibrium geometry, with properties calculated with wB97M-V/def2-TZVPD.

The gap between HOMO and LUMO (alpha / beta) is 7.547 / 7.754 eV. Its spin multiplicity is 2. The electronic energy comes out at -93498.86184 eV. As for the total charge: +1. The calculation puts the maximum force at 6.975 eV/A. For the highest occupied orbital energy (alpha / beta), the calculation gives -11.6 / -11.6 eV.

CARTESIAN COORDINATES (ANGSTROEM)
V (0.25903, 0.30934, 0.04215)
C (0.96213, 0.68264, 4.25705)
O (2.17063, 0.59284, 3.49065)
C (1.82753, 0.44704, 2.24405)
N (0.56643, 0.29394, 1.98955)
C (-0.17087, 0.34134, 3.24645)
C (-1.31337, 1.33254, 3.36675)
C (-1.66567, 2.25474, 2.38985)
C (-2.71167, 3.13834, 2.62355)
C (-3.38497, 3.13474, 3.83235)
C (-3.02077, 2.22844, 4.81535)
C (-2.00257, 1.32284, 4.57905)
C (2.78353, 0.35974, 1.14125)
C (4.17163, 0.46654, 1.18985)
C (4.86073, 0.40074, -0.01205)
C (4.16993, 0.29464, -1.21355)
C (2.78643, 0.20244, -1.15265)
N (2.14363, 0.15984, 0.00265)
C (1.86813, 0.25234, -2.28245)
N (0.59783, 0.15094, -2.11335)
C (-0.03197, 0.25814, -3.43175)
C (1.16563, 0.68274, -4.32565)
O (2.31323, 0.42084, -3.50965)
C (-1.19527, 1.21944, -3.56745)
C (-1.82827, 1.77154, -2.46435)
C (-2.88557, 2.65144, -2.63665)
C (-3.32687, 2.97864, -3.90685)
C (-2.70447, 2.42084, -5.01225)
C (-1.64417, 1.54544, -4.84655)
H (0.88753, 1.70784, 4.63355)
H (1.03923, -0.01616, 5.09035)
H (-0.57337, -0.67296, 3.41385)
H (-1.13357, 2.30534, 1.44795)
H (-2.98267, 3.84334, 1.85245)
H (-4.18067, 3.84164, 4.01595)
H (-3.53077, 2.22754, 5.76605)
H (-1.74297, 0.59934, 5.33945)
H (4.67453, 0.60874, 2.13385)
H (5.93853, 0.44834, -0.01795)
H (4.66853, 0.32994, -2.16755)
H (-0.39337, -0.75196, -3.69235)
H (1.14713, 1.76084, -4.53235)
H (1.26203, 0.12344, -5.25855)
H (-1.49617, 1.52244, -1.46625)
H (-3.35947, 3.08494, -1.76905)
H (-4.14937, 3.66544, -4.03995)
H (-3.04427, 2.67074, -6.00715)
H (-1.16857, 1.11414, -5.71665)
O (-2.26457, -2.00156, 0.76835)
C (-2.37157, -0.78286, 0.74585)
O (-1.52277, 0.00604, 0.23925)
H (-3.27127, -0.28166, 1.17525)
O (2.21943, 2.56464, -1.12825)
S (1.43213, 2.96834, 0.01885)
O (0.82903, 4.25114, -0.03995)
O (0.27423, 1.88044, -0.04685)
O (2.02533, 2.60774, 1.30445)
O (1.68583, -2.27896, 1.67305)
C (0.81823, -2.49096, 0.85185)
O (0.40793, -1.69056, -0.05575)
C (0.04683, -3.85436, 0.84985)
N (-0.75987, -3.87526, -0.39795)
C (-0.17387, -4.86886, -1.33295)
C (1.18183, -5.23726, -0.72235)
C (0.94913, -5.07786, 0.77755)
H (-0.59757, -3.84476, 1.72935)
H (-0.64597, -2.86966, -0.71355)
H (-1.75547, -4.00706, -0.20575)
H (-0.06607, -4.43726, -2.32755)
H (-0.82287, -5.74546, -1.39825)
H (1.96043, -4.54946, -1.05425)
H (1.48413, -6.24496, -0.99735)
H (1.86783, -4.91586, 1.33415)
H (0.44713, -5.95146, 1.19225)

---

2.
Below is a molecular structure, C29H29N4O7PS2SeW, with properties calculated with wB97M-V/def2-TZVPD.

The gap between HOMO and LUMO (alpha / beta) is 5.041 / 4.849 eV. Its spin multiplicity is 2. The electronic energy comes out at -148963.97537 eV. As for the total charge: +1. The calculation puts the maximum force at 1.000 eV/A. For the highest occupied orbital energy (alpha / beta), the calculation gives -9.5 / -9.5 eV.

CARTESIAN COORDINATES (ANGSTROEM)
W (0.99727, 1.07129, 4.43741)
C (3.26668, 1.35651, 5.23211)
C (2.88613, 2.54877, 4.59113)
C (2.65332, 2.25401, 3.21814)
C (2.89672, 0.87263, 3.00783)
C (3.28137, 0.33250, 4.25061)
H (3.44658, 1.23023, 6.28739)
H (2.72955, 3.50293, 5.06526)
H (2.37497, 2.97110, 2.46442)
H (2.70857, 0.30399, 2.09157)
H (3.48769, -0.71036, 4.43151)
C (-1.97757, -4.34399, -10.35332)
O (-0.65498, -4.01184, -9.96099)
C (-0.46429, -3.57483, -8.69561)
C (0.84837, -3.25096, -8.35331)
C (1.13870, -2.79810, -7.08513)
C (0.13533, -2.65930, -6.12460)
C (-1.16845, -2.97723, -6.47643)
C (-1.47730, -3.43231, -7.74954)
C (0.41987, -2.19017, -4.76581)
N (-0.47361, -1.76793, -3.89887)
C (0.24480, -1.45643, -2.77372)
C (1.58008, -1.68920, -2.95469)
N (1.68522, -2.16166, -4.24399)
C (2.56738, -1.44004, -1.95335)
C (3.94414, -1.64407, -2.12224)
C (4.79846, -1.34424, -1.09624)
C (4.25567, -0.83456, 0.08913)
N (2.96733, -0.64409, 0.27802)
C (2.10996, -0.94384, -0.71667)
C (0.67060, -0.72321, -0.48826)
N (0.28413, -0.30776, 0.73076)
C (-0.99937, -0.09483, 0.93609)
C (-1.98765, -0.27076, -0.03968)
C (-1.60766, -0.71275, -1.28010)
C (-0.25059, -0.95873, -1.52134)
H (-1.91348, -4.66499, -11.38825)
H (-2.63919, -3.47790, -10.28233)
H (-2.37513, -5.15990, -9.74549)
H (1.62147, -3.35429, -9.10246)
H (2.16468, -2.52974, -6.86093)
H (-1.95256, -2.86825, -5.73924)
H (-2.50168, -3.67412, -7.98907)
H (2.51508, -2.48783, -4.70555)
H (4.33157, -2.03099, -3.05702)
H (5.86616, -1.48692, -1.18614)
H (4.90968, -0.57021, 0.91518)
H (-1.28164, 0.20714, 1.94031)
H (-3.02150, -0.06805, 0.20409)
H (-2.31926, -0.88647, -2.07658)
C (-4.94939, 1.89303, 5.45117)
C (-4.32628, 1.68553, 4.09405)
O (-2.93260, 1.29845, 4.21692)
P (-1.69518, 2.24145, 4.52502)
S (-0.77904, 2.69730, 6.41741)
S (-0.13548, 2.63478, 3.10294)
O (-2.54962, 3.59996, 4.34598)
C (-2.31843, 4.92614, 4.87037)
C (-1.15110, 5.64575, 4.24083)
H (-6.01942, 2.07332, 5.33942)
H (-4.52006, 2.75497, 5.96258)
H (-4.82067, 1.00933, 6.07568)
H (-4.40909, 2.56331, 3.45960)
H (-4.77391, 0.83583, 3.58184)
H (-2.20837, 4.87064, 5.95343)
H (-3.25208, 5.44581, 4.66005)
H (-0.19959, 5.20063, 4.53003)
H (-1.15353, 6.68405, 4.57392)
H (-1.22958, 5.63901, 3.15340)
O (1.14705, -0.44389, 6.24466)
Se (0.75803, -1.77109, 5.29250)
O (0.86668, -0.89139, 3.81991)
O (-0.79967, 0.75772, 4.71208)
O (0.72971, 2.20113, 5.99225)